Record 1
This record from the Open Molecules 2025 dataset describes a molecular structure, C25H30N7PtS in a non-equilibrium geometry. The level of theory is wB97M-V/def2-TZVPD.

Structure (XYZ):
```
64
Properties=species:S:1:pos:R:3:forces:R:3:nbo_charge:R:1
Pt -0.418 -0.242 -0.463 -0.26 -0.46 1.36 0.809
C -4.773 -3.405 4.212 0.06 -0.02 -0.08 -0.671
C -3.639 -2.679 3.579 -0.14 -0.01 0.02 0.192
C -2.338 -2.787 4.094 -0.04 0.03 0.01 -0.225
C -1.306 -2.146 3.476 0.06 0.16 -0.10 -0.113
C -1.503 -1.366 2.291 -0.44 0.13 0.09 0.073
N -0.457 -0.788 1.678 0.38 -0.45 -0.49 -0.352
C 0.556 -0.278 2.403 -0.11 0.06 0.12 0.173
C 0.289 0.240 3.715 0.08 -0.09 -0.03 -0.110
C 1.250 0.858 4.459 -0.06 -0.08 0.03 -0.232
C 2.544 1.020 3.942 0.20 -0.02 0.02 0.210
C 3.592 1.737 4.714 -0.07 -0.02 -0.03 -0.673
C 2.830 0.534 2.646 0.08 0.06 0.15 -0.224
C 1.889 -0.089 1.878 -0.19 0.04 -0.05 0.193
N 2.304 -0.637 0.653 0.03 -0.12 -0.09 -0.180
C 3.512 -1.215 0.379 -0.07 0.06 0.17 0.028
C 3.505 -1.610 -0.925 -0.06 -0.03 -0.16 -0.288
C 2.241 -1.244 -1.412 0.07 -0.04 -0.10 0.042
N 1.527 -0.667 -0.459 0.42 0.26 0.02 -0.289
C -2.843 -1.258 1.766 0.19 -0.13 -0.15 0.271
C -3.856 -1.911 2.415 -0.10 -0.09 0.13 -0.239
N -3.187 -0.402 0.689 0.34 -0.16 0.08 -0.196
C -4.405 0.165 0.495 -0.08 -0.03 0.02 0.053
C -4.472 0.628 -0.791 -0.08 -0.05 -0.01 -0.292
C -3.238 0.305 -1.347 0.09 -0.15 -0.09 0.082
N -2.451 -0.319 -0.469 -0.20 0.95 -0.02 -0.341
H -4.583 -3.611 5.263 0.00 0.01 0.00 0.261
H -4.898 -4.371 3.708 0.00 0.00 0.01 0.283
H -5.712 -2.865 4.101 0.00 0.01 0.01 0.257
H -2.156 -3.404 4.964 0.01 -0.01 -0.03 0.267
H -0.288 -2.290 3.818 0.00 -0.05 -0.05 0.248
H -0.729 0.193 4.079 -0.01 0.12 -0.05 0.249
H 1.011 1.255 5.437 -0.01 0.02 -0.03 0.267
H 3.411 1.680 5.785 -0.01 0.00 -0.01 0.264
H 3.571 2.799 4.437 0.01 0.00 0.00 0.284
H 4.590 1.364 4.486 -0.01 0.01 -0.01 0.258
H 3.828 0.673 2.251 -0.01 0.01 0.02 0.254
H 4.260 -1.331 1.146 -0.02 0.03 -0.02 0.263
H 4.293 -2.113 -1.459 -0.02 0.01 0.01 0.285
H 1.813 -1.390 -2.391 0.03 0.05 0.00 0.252
H -4.863 -1.859 2.023 0.01 0.01 0.02 0.253
H -5.137 0.201 1.285 0.02 -0.03 -0.02 0.261
H -5.302 1.127 -1.260 0.03 0.00 0.00 0.285
H -2.876 0.473 -2.347 0.00 0.11 0.06 0.235
C -0.993 0.475 -5.919 -0.04 0.00 0.00 -0.625
C 0.040 1.427 -5.345 -0.08 0.02 0.06 -0.228
N -0.212 1.597 -3.895 0.06 -0.04 0.02 -0.549
C 0.587 1.902 -2.889 0.05 0.22 -0.12 0.394
S -0.094 1.906 -1.240 -0.15 -0.09 -0.80 -0.145
N 1.841 2.299 -2.990 0.05 -0.21 0.01 -0.538
C 2.701 2.546 -4.170 -0.09 0.08 0.07 -0.232
C 3.574 1.352 -4.510 0.00 -0.03 0.02 -0.622
H -0.753 0.255 -6.958 -0.01 0.03 0.00 0.261
H -1.991 0.916 -5.903 0.02 -0.02 0.03 0.224
H -1.006 -0.468 -5.370 0.01 0.00 -0.03 0.212
H -0.025 2.399 -5.834 0.04 0.02 -0.01 0.226
H 1.042 1.032 -5.487 0.00 -0.04 0.05 0.213
H -1.179 1.526 -3.623 -0.04 -0.08 -0.05 0.415
H 2.282 2.445 -2.094 0.05 0.01 0.01 0.424
H 3.313 3.407 -3.909 0.01 0.02 -0.01 0.239
H 2.076 2.849 -5.003 -0.01 0.03 0.00 0.224
H 4.218 1.086 -3.671 -0.01 0.00 -0.02 0.217
H 4.216 1.594 -5.357 -0.02 0.01 0.02 0.260
H 2.977 0.478 -4.780 0.03 0.01 0.01 0.202
```
Forces are in eV/Å.

E_HOMO (spin up / spin down): -16.88 / -16.88 eV
ΔE to the lowest compared entry with this formula, charge and spin: 64.9 kJ/mol
orbital gap (spin up / spin down): 5.15 / 5.14 eV
total charge: +3
lowest unoccupied orbital energy (spin up / spin down): -0.43111 / -0.43133 Ha
electronic energy: -50898.325 eV

---

Record 2
This record from the Open Molecules 2025 dataset describes 2 unconnected molecules or ions with the total composition C4H9Cl3NOPS in a non-equilibrium geometry. The level of theory is wB97M-V/def2-TZVPD.

Structure (XYZ):
```
20
Properties=species:S:1:pos:R:3:forces:R:3:lowdin_spin:R:1
C 2.480 -0.043 -1.398 -0.62 -2.05 1.11 0.001
C 0.967 0.271 -1.390 0.69 -2.50 1.83 0.001
C 0.296 -1.038 -0.807 1.10 1.95 0.17 0.019
C -1.178 -1.094 -0.935 -1.56 -0.35 -1.41 0.181
N -3.446 0.112 -0.001 -5.41 2.48 -2.39 1.145
O -0.176 1.306 1.814 -0.25 0.20 -0.30 0.025
P -1.001 1.357 3.015 0.02 -0.34 -1.28 0.004
S -2.209 -0.475 0.488 5.50 -2.70 1.86 0.586
Cl -2.741 2.422 2.830 1.01 -0.76 0.42 0.000
Cl -1.454 -0.511 3.628 -0.23 0.63 0.46 0.009
Cl 0.111 2.150 4.414 -0.12 0.47 1.16 0.001
H 2.997 0.726 -1.815 1.46 2.17 -1.88 0.000
H 3.091 -0.159 -0.447 -1.57 -0.23 -0.51 0.000
H 2.593 -0.975 -1.997 0.38 0.65 0.34 0.000
H 0.742 1.079 -0.733 -0.37 0.97 0.02 0.001
H 0.617 0.332 -2.401 -0.16 0.73 -0.56 0.000
H 0.651 -1.758 -1.546 0.34 -0.80 0.89 0.006
H 0.641 -1.063 0.251 0.01 -0.91 -0.80 0.002
H -1.443 -0.516 -1.842 -0.34 -0.07 0.56 0.004
H -1.540 -2.123 -1.127 0.13 0.47 0.31 0.014
```
Forces are in eV/Å.

E_HOMO (spin up / spin down): -7.17 / -10.81 eV
orbital gap (spin up / spin down): 6.72 / 9.79 eV
total charge: 0
lowest unoccupied orbital energy (spin up / spin down): -0.01644 / -0.03757 Ha
spin multiplicity: 3
electronic energy: -65521.506 eV